# 1
The following is a DFT calculation (wB97M-V/def2-TZVPD) of C45H40N9O2P2SSe3W as an isolated structure.

Atoms and positions in Å:
W1 -0.356 0.320 -0.109
Se1 5.701 2.396 -1.409
P1 5.075 0.772 -2.586
C1 6.094 -0.704 -2.456
C2 7.448 -0.537 -2.186
C3 8.288 -1.642 -2.169
C4 7.777 -2.907 -2.413
C5 6.421 -3.076 -2.670
C6 5.579 -1.978 -2.694
C7 4.859 1.108 -4.349
C8 4.563 0.067 -5.233
C9 4.584 0.295 -6.597
C10 4.890 1.560 -7.087
C11 5.171 2.599 -6.214
C12 5.168 2.371 -4.844
C13 3.455 0.239 -1.906
C14 2.128 0.611 -2.011
N1 1.503 0.058 -0.909
N2 2.434 -0.607 -0.187
N3 3.569 -0.509 -0.759
P2 1.091 1.532 -3.154
Se2 -0.978 1.130 -2.464
C15 1.355 3.298 -3.059
C16 0.325 4.165 -3.444
C17 0.524 5.532 -3.368
C18 1.739 6.039 -2.910
C19 2.759 5.178 -2.534
C20 2.572 3.804 -2.611
C21 1.223 0.941 -4.823
C22 1.346 1.847 -5.873
C23 1.292 1.380 -7.178
C24 1.124 0.026 -7.425
C25 1.019 -0.879 -6.371
C26 1.058 -0.426 -5.068
H1 7.843 0.451 -1.984
H2 9.341 -1.511 -1.961
H3 8.433 -3.766 -2.397
H4 6.024 -4.067 -2.849
H5 4.520 -2.123 -2.877
H6 4.358 -0.930 -4.864
H7 4.388 -0.519 -7.282
H8 4.930 1.728 -8.156
H9 5.430 3.577 -6.597
H10 5.446 3.160 -4.155
H11 -0.625 3.780 -3.793
H12 -0.265 6.206 -3.672
H13 1.887 7.110 -2.853
H14 3.707 5.563 -2.177
H15 3.374 3.152 -2.284
H16 1.488 2.903 -5.681
H17 1.386 2.076 -8.001
H18 1.077 -0.331 -8.445
H19 0.896 -1.935 -6.573
H20 0.954 -1.125 -4.245
C27 1.025 -3.755 1.856
O1 1.499 -2.556 2.518
C28 1.050 -1.409 2.121
O2 0.161 -1.287 1.237
N4 1.567 -0.367 2.768
N5 1.234 0.899 2.298
H21 1.543 -4.567 2.351
H22 1.291 -3.713 0.802
H23 -0.050 -3.849 1.991
H24 2.325 -0.513 3.423
H25 2.071 1.370 1.966
H26 0.817 1.442 3.047
Se3 0.582 4.197 -0.031
N6 -0.893 4.948 0.531
C29 -1.761 4.005 0.876
C30 -3.112 4.121 1.315
C31 -3.805 2.960 1.507
C32 -3.216 1.686 1.266
N7 -1.958 1.542 0.904
C33 -1.256 2.694 0.739
N8 -0.024 2.535 0.293
H27 -3.564 5.093 1.471
H28 -4.836 2.983 1.833
H29 -3.804 0.784 1.383
N9 -1.656 -1.161 -0.467
S1 -2.582 -1.540 -1.790
C34 -1.584 -2.683 -2.728
C35 -0.291 -2.999 -2.342
C36 0.440 -3.876 -3.134
C37 -0.119 -4.409 -4.287
C38 -1.414 -4.068 -4.663
C39 -2.158 -3.197 -3.884
C40 -3.856 -2.568 -1.135
C41 -3.582 -3.845 -0.651
C42 -4.625 -4.591 -0.134
C43 -5.916 -4.067 -0.117
C44 -6.176 -2.798 -0.615
C45 -5.140 -2.034 -1.132
H30 -1.709 -1.883 0.249
H31 0.141 -2.584 -1.441
H32 1.446 -4.149 -2.843
H33 0.451 -5.099 -4.894
H34 -1.849 -4.487 -5.561
H35 -3.170 -2.937 -4.171
H36 -2.582 -4.259 -0.707
H37 -4.442 -5.589 0.240
H38 -6.728 -4.664 0.277
H39 -7.185 -2.410 -0.615
H40 -5.330 -1.050 -1.544

E = -10733.54114 hartree
total charge = +3
spin multiplicity = 3
gap between HOMO and LUMO (spin up / spin down) = 4.9 / 4.8 eV
expectation value of S² = 2.0158
relative energy (zero: lowest compared OMol25 entry of this formula, charge and spin) = 2.5 kcal/mol

Atomic partial charges in e from the Mulliken method, atoms 1 to 99: 1.536, -0.229, 0.562, 1.036, -0.628, -0.774, -0.488, -0.920, -0.290, 0.673, -0.059, -0.874, -0.603, -0.861, -0.252, 0.361, -0.458, 1.266, -0.148, -1.022, 1.009, -0.280, 0.724, -0.621, -0.835, -0.696, -0.487, 0.068, 0.899, -0.582, -0.809, -0.863, -0.605, -0.305, 0.367, 0.429, 0.420, 0.428, 0.292, 0.307, 0.507, 0.481, 0.477, 0.388, 0.542, 0.488, 0.454, 0.541, -0.518, 0.553, 0.503, 0.468, 0.542, 0.135, -0.627, -0.462, 0.619, -1.152, -0.268, -0.313, 0.303, 0.232, 0.299, 0.261, 0.285, 0.300, 0.493, -0.664, 0.376, -0.490, -0.798, -0.214, -0.436, 0.872, -0.271, 0.543, 0.442, 0.562, -0.169, 0.212, 0.925, 0.099, -0.555, -0.727, -0.774, -0.810, 0.617, -0.409, -0.785, -0.495, -0.707, -0.495, 0.432, 0.276, 0.498, 0.470, 0.476, 0.525, 0.433

=====

# 2
The following is a DFT calculation (wB97M-V/def2-TZVPD) of C45H41CaI3N8O5 as an isolated structure.

Atoms and positions in Å:
Ca1 -0.237 -0.590 0.514
I1 3.115 -0.781 -3.899
C1 3.520 -0.097 -1.972
C2 4.879 0.337 -1.725
C3 5.238 0.622 -0.459
I2 7.242 1.179 -0.132
C4 4.324 0.571 0.648
C5 4.688 0.556 1.964
C6 3.761 0.280 2.980
C7 2.530 -0.219 2.551
N1 2.068 -0.210 1.330
C8 2.832 0.585 0.334
C9 2.522 -0.058 -1.047
O1 1.333 -0.521 -1.223
H1 5.578 0.398 -2.546
H2 5.735 0.696 2.217
H3 4.044 0.232 4.020
H4 1.886 -0.708 3.284
C10 1.248 3.098 10.839
O2 1.534 1.882 10.194
C11 0.464 1.181 9.687
C12 0.781 0.125 8.827
C13 -0.217 -0.638 8.270
C14 -1.554 -0.361 8.557
C15 -1.861 0.655 9.440
C16 -0.860 1.447 9.999
N2 -2.627 -1.233 8.120
N3 -2.804 -1.507 6.914
C17 -2.212 -0.869 5.821
C18 -1.820 0.462 5.741
C19 -1.332 1.027 4.581
C20 -1.158 0.276 3.395
O3 -0.683 0.760 2.339
C21 -1.625 -1.114 3.446
N4 -1.536 -1.824 2.288
C22 -1.993 -3.047 2.250
C23 -2.564 -3.672 3.377
C24 -2.636 -2.990 4.555
C25 -2.166 -1.655 4.625
H5 2.205 3.580 11.023
H6 0.738 2.937 11.795
H7 0.628 3.740 10.207
H8 1.819 -0.069 8.599
H9 0.033 -1.439 7.587
H10 -2.900 0.837 9.687
H11 -1.130 2.247 10.673
H12 -1.936 1.105 6.605
H13 -1.060 2.073 4.545
H14 -1.942 -3.563 1.297
H15 -2.937 -4.684 3.290
H16 -3.059 -3.441 5.442
I3 -1.692 0.705 -5.871
C26 -1.464 1.750 -4.087
C27 -2.487 2.544 -3.596
C28 -2.297 3.153 -2.371
C29 -1.108 2.921 -1.693
N5 -0.127 2.176 -2.178
C30 -0.297 1.597 -3.356
H17 -3.415 2.656 -4.138
H18 -3.075 3.749 -1.917
H19 -0.957 3.325 -0.699
H20 0.517 0.977 -3.713
O4 0.758 -2.859 0.313
C31 1.554 -3.005 -0.469
C32 -5.127 0.931 -1.305
C33 -4.542 1.288 -0.098
C34 -3.232 0.911 0.181
C35 -2.404 0.169 -0.687
C36 -3.063 -0.158 -1.886
C37 -4.368 0.196 -2.203
H21 -6.152 1.207 -1.534
H22 -5.108 1.859 0.633
H23 -2.835 1.225 1.145
H24 -2.525 -0.705 -2.660
H25 -4.793 -0.100 -3.159
C38 2.576 4.484 0.624
C39 3.084 3.210 -0.046
C40 3.100 3.402 -1.561
C41 2.224 2.022 0.406
H26 3.169 5.354 0.329
H27 2.610 4.398 1.711
H28 1.539 4.680 0.338
H29 4.112 3.038 0.295
H30 2.097 3.639 -1.918
H31 3.428 2.505 -2.078
H32 3.770 4.220 -1.842
H33 1.295 2.027 -0.173
H34 1.948 2.162 1.455
C42 -1.857 -3.163 -5.097
N6 -1.907 -3.468 -3.697
C43 -2.890 -4.282 -3.035
C44 -2.552 -4.019 -1.564
O5 -3.119 -4.580 -0.646
N7 -1.542 -3.105 -1.475
C45 -1.196 -2.816 -2.730
N8 -0.259 -1.953 -3.089
H35 -2.730 -3.598 -5.584
H36 -0.964 -3.571 -5.584
H37 -1.885 -2.083 -5.266
H38 -2.791 -5.346 -3.265
H39 -3.914 -3.958 -3.243
H40 0.353 -1.433 -2.437
H41 0.024 -1.901 -4.052

E = -4124.45440 hartree
total charge = -2
gap between HOMO and LUMO = 4.1 eV
relative energy (zero: lowest compared OMol25 entry of this formula, charge and spin) = 0.0 kcal/mol

Atomic partial charges in e from the Mulliken method, atoms 1 to 99: 1.370, -0.171, -0.325, -0.857, 0.288, -0.049, -0.511, -0.529, -1.755, -0.206, -0.359, 2.141, -1.582, 2.140, 0.315, 0.149, 0.373, 0.442, -0.871, -0.432, 0.781, -0.717, 0.171, -0.058, -0.557, -0.359, -0.979, -0.119, -0.087, -0.219, -1.193, 0.089, -0.480, -0.526, 0.484, -0.201, -1.132, -0.508, 1.257, 0.240, 0.311, 0.371, 0.421, 0.367, 0.346, 0.353, 0.353, 0.481, 0.215, 0.446, 0.452, 0.055, -0.446, -0.042, -0.752, -0.168, 0.114, -0.149, 0.385, 0.378, 0.174, 0.271, -0.052, -0.249, -0.485, -0.927, -0.308, 0.487, -0.383, -0.815, 0.332, 0.407, 0.357, 0.115, 0.414, -1.711, 1.079, -1.201, -0.368, 0.440, 0.454, 0.244, 0.126, 0.166, 0.219, 0.456, -0.521, 0.410, -0.837, 0.090, -0.629, 0.395, -0.735, 0.251, -0.375, 0.862, 0.374, 0.312, -0.020